# 1
21
Properties=species:S:1:pos:R:3:mulliken_charge:R:1 method="wB97M-V/def2-TZVPD" homo_lumo_gap_ev=9.733 total_energy_ha=-387.252811 mol_weight_g_mol=124.18 e_homo_ev=-8.892 smiles=CCc1ccccc1.O
C -1.72 1.75 4.46 -0.47
H -1.86 3.79 3.98 0.33
H -0.63 2.09 -0.13 0.37
C -1.43 1.26 1.66 0.69
O -3.41 -0.94 -0.37 -0.62
C -1.78 2.78 3.56 -0.39
H -1.95 0.91 -0.37 0.16
H -1.77 3.39 1.44 0.31
C -1.38 0.18 2.59 -0.29
H -1.94 1.95 5.51 0.32
H -4.05 -0.90 -1.12 0.31
H -3.21 0.00 -0.17 0.32
C -1.60 0.38 3.97 -0.52
H 0.89 0.12 0.64 0.35
H 0.31 0.07 -1.06 0.40
H -0.43 -1.00 0.18 0.28
C -1.04 1.12 0.22 -0.28
C -1.71 2.57 2.17 -0.49
H -1.15 -0.85 2.28 0.16
C 0.00 0.00 0.00 -1.29
H -1.72 -0.50 4.62 0.36



# 2
32
Properties=species:S:1:pos:R:3:mulliken_charge:R:1 method="wB97M-V/def2-TZVPD" total_charge=-1 homo_lumo_gap_ev=6.854 total_energy_ha=-1486.259460 mol_weight_g_mol=385.71 e_homo_ev=-5.075
C -3.17 0.56 -1.68 0.60
O -2.37 0.76 -0.64 -0.21
O -3.35 1.37 -2.63 -0.62
H -4.23 -1.55 0.33 0.28
O 1.39 0.67 3.77 -0.83
H 1.43 2.10 0.48 0.32
H -3.40 -3.12 -1.27 0.36
O 0.33 -1.17 2.76 -0.82
C 3.11 0.87 0.35 -0.34
C -2.68 -2.54 -0.69 -1.57
H 0.62 -0.36 -0.05 0.58
O 1.36 0.43 1.41 -0.56
H 3.18 -0.21 0.30 0.29
H -1.51 -0.77 0.50 0.09
H -2.84 0.07 1.31 0.33
O -3.75 -0.67 -1.57 -0.35
C 3.71 2.21 -1.39 0.54
H 1.40 -0.27 -1.61 0.45
S 1.48 -0.30 2.67 1.26
C -2.48 -0.29 0.34 -0.59
C 1.84 1.44 -0.29 0.85
O 4.15 1.47 -0.36 -0.41
H 0.07 0.80 -1.33 0.29
H -1.83 -2.34 -1.34 0.35
H 3.30 1.18 1.38 0.18
C 0.92 0.33 -0.84 -1.56
O 2.69 -1.07 2.79 -0.78
C -3.44 -1.25 -0.35 0.74
Rb -0.35 0.01 1.17 0.76
O 2.35 2.10 -1.42 -0.44
O 4.43 2.79 -2.19 -0.62
H -2.37 -3.24 0.08 0.40



# 3
22
Properties=species:S:1:pos:R:3:mulliken_charge:R:1 method="wB97M-V/def2-TZVPD" homo_lumo_gap_ev=10.035 total_energy_ha=-462.179345 mol_weight_g_mol=140.18 e_homo_ev=-9.326
H -1.85 -2.04 -0.81 0.36
H 1.48 2.47 0.03 0.25
C 2.01 0.05 0.24 0.35
O 2.60 0.05 -0.95 -0.44
H 0.80 -1.70 1.49 0.38
H 1.07 0.99 -1.57 0.30
O -3.69 0.06 -0.72 -0.61
C 1.13 1.21 -0.14 -0.69
C -1.60 -1.29 -0.07 -0.69
C -1.60 1.23 0.34 -0.95
C -2.53 -0.07 -0.12 0.47
C -0.16 0.66 0.53 0.33
C -0.17 -0.58 -0.23 0.09
H -2.33 1.74 1.26 0.28
H 0.09 0.49 1.69 0.28
H 1.27 -2.01 -0.51 0.24
H -1.79 -1.89 1.00 0.25
H 3.21 -0.52 -1.05 0.27
H -0.05 0.04 -1.32 -0.05
H 2.93 0.08 0.94 0.28
H -1.87 2.29 -0.47 0.24
C 1.05 -1.27 0.46 -0.92



# 4
24
Properties=species:S:1:pos:R:3:mulliken_charge:R:1 method="wB97M-V/def2-TZVPD" total_charge=-1 homo_lumo_gap_ev=6.729 total_energy_ha=-1202.029899 mol_weight_g_mol=203.22 e_homo_ev=-3.475
H 1.20 -0.77 1.87 0.27
C 1.59 -0.57 -1.81 -1.15
P -5.76 -1.17 -1.21 -0.40
C 2.56 -0.15 0.40 -0.77
H -3.61 0.82 0.40 0.29
H -2.66 -0.11 -0.49 0.20
C -3.41 -0.18 0.28 -0.32
H 1.68 -1.69 -1.49 0.20
H 2.72 -1.43 2.21 0.33
C -4.59 -0.80 -0.26 0.00
O 0.90 1.65 1.87 -0.66
H 3.44 -0.52 -0.15 0.40
H 0.56 -0.43 -2.40 0.28
O -1.00 2.36 0.93 -0.44
C 2.06 -1.22 1.37 -1.02
C 1.52 0.22 -0.60 0.62
S -0.62 1.59 -1.73 -0.60
H 2.44 -0.43 -2.61 0.20
C 0.41 0.99 -0.43 0.43
H 1.84 -2.13 0.79 0.29
H -3.13 -0.77 1.16 0.26
H -1.29 2.25 0.05 0.23
H 2.98 0.78 0.99 0.26
C 0.17 1.72 0.87 0.10



# 5
24
Properties=species:S:1:pos:R:3:mulliken_charge:R:1 method="wB97M-V/def2-TZVPD" homo_lumo_gap_ev=9.131 total_energy_ha=-612.906252 mol_weight_g_mol=172.18 e_homo_ev=-8.601 smiles="CC(C)(C)c1oc(=O)oc1CO"
H -0.94 0.48 2.42 0.33
H 0.42 1.63 2.41 0.40
C -1.47 1.09 -0.28 -1.93
C 1.64 -2.09 1.26 0.45
C -0.73 -1.83 -1.51 -0.87
C 1.10 1.78 -0.34 -1.52
H 0.68 2.54 -1.10 0.32
H -1.72 -1.67 -1.32 0.41
C -0.51 1.37 1.88 -1.80
H 1.59 1.05 -0.85 0.46
C 0.25 -1.60 -0.41 0.71
C 0.40 -0.38 0.43 -0.19
H -0.67 -2.95 -1.96 0.24
O 2.41 -2.70 1.93 -0.56
C -0.09 1.03 0.41 2.26
O 1.24 -0.82 1.47 -0.44
O -0.40 -1.06 -2.65 -0.49
H -1.67 2.03 -0.57 0.61
H 1.86 2.23 0.33 0.35
H 0.49 -0.84 -2.62 0.35
H -2.15 0.62 0.38 0.47
O 1.03 -2.55 0.15 -0.39
H -1.55 0.55 -1.27 0.30
H -1.21 2.10 1.83 0.54



# 6
26
Properties=species:S:1:pos:R:3:mulliken_charge:R:1 method="wB97M-V/def2-TZVPD" total_charge=-1 homo_lumo_gap_ev=7.634 total_energy_ha=-1029.642667 mol_weight_g_mol=219.15 e_homo_ev=-4.407 smiles="COP(=O)(OC)[C@@H](C(=O)[O-])C1=CCC1"
O -0.85 -1.40 -0.24 -0.24
H 4.10 -0.02 0.69 0.25
C -1.48 -2.59 0.25 -0.82
H -1.94 -2.39 1.15 0.38
C -3.03 0.83 -1.02 -0.74
H 3.17 0.60 -1.66 0.35
H -0.22 0.83 -1.54 0.45
H 2.04 0.49 1.84 0.17
H -4.01 0.55 -1.10 0.31
C 0.15 2.54 -0.01 0.46
C 1.87 -0.26 1.06 -0.95
H 1.31 -1.05 1.43 0.41
O 0.99 2.91 0.80 -0.68
O -2.51 0.57 0.26 -0.37
O -0.89 0.09 1.95 -0.75
O -0.86 3.10 -0.45 -0.70
C 2.69 0.10 -0.83 -1.13
P -0.97 0.09 0.52 0.80
C 3.22 -0.54 0.37 -0.25
C 0.24 0.96 -0.51 0.42
H -2.81 1.88 -1.19 0.24
H 3.53 -1.58 0.24 0.24
H -0.57 -3.41 0.37 0.18
H -2.21 -2.94 -0.42 0.28
C 1.49 0.38 -0.26 0.38
H -2.43 0.26 -1.70 0.31



# 7
22
Properties=species:S:1:pos:R:3:mulliken_charge:R:1 method="wB97M-V/def2-TZVPD" homo_lumo_gap_ev=8.399 total_energy_ha=-785.325460 mol_weight_g_mol=156.25 e_homo_ev=-8.363
H 2.20 -1.29 0.77 0.26
H -2.17 1.37 -0.69 0.21
C -2.69 0.17 0.90 -0.48
C -2.05 -0.59 -1.28 -0.52
S 1.35 2.46 0.13 0.19
H -2.10 -1.75 1.97 0.28
H 0.54 0.20 -0.18 0.01
C 3.15 -0.70 0.64 -0.93
C 2.89 0.40 -0.48 -0.42
O -0.10 2.86 0.23 -0.51
C 1.50 0.90 -0.29 0.25
C -2.05 -1.02 1.03 -0.33
H -3.81 0.75 -0.89 0.33
H -3.01 0.85 1.62 0.48
H -1.93 -0.81 -2.30 0.44
H 4.02 -1.36 0.33 0.29
H 2.99 -0.13 -1.40 0.27
H 3.64 1.30 -0.42 0.28
H -1.21 -2.44 -0.53 0.41
C -1.67 -1.48 -0.27 -0.42
H 3.25 -0.21 1.66 0.28
C -2.73 0.51 -0.55 -0.38



# 8
31
Properties=species:S:1:pos:R:3:lowdin_spin:R:1 method="wB97M-V/def2-TZVPD" total_charge=+4 spin_multiplicity=4 homo_lumo_gap_ev="6.862 / 3.826" total_energy_ha=-2606.332673 mol_weight_g_mol=514.95 e_homo_ev="-22.313 / -23.120"
H -3.35 1.81 -0.77 0.02
C -1.72 -1.45 -0.55 0.07
C 4.39 -3.04 0.18 0.01
H -3.81 -0.47 0.88 0.03
H 0.28 3.13 0.78 0.02
H -2.83 0.71 1.79 0.00
N -1.90 -0.18 0.14 0.52
H -2.92 3.50 -0.40 0.01
C -0.97 0.83 0.02 0.03
O 4.39 -3.37 -2.99 0.02
H -1.31 -2.24 0.10 0.04
Cl 3.39 0.24 -2.46 -0.02
H -3.33 2.37 0.91 0.04
N 0.33 0.58 -0.10 0.43
C -2.82 2.46 -0.07 0.08
Cl 5.42 -0.24 0.41 -0.03
C -0.47 3.23 -0.02 0.06
Au 1.41 -1.02 0.65 0.14
H -1.07 -1.33 -1.43 0.00
Ti 3.70 -1.11 -0.69 0.84
C -2.81 -0.24 1.27 0.08
C 3.89 -2.67 -2.21 0.01
H 0.06 3.29 -0.99 0.04
H 0.87 1.32 -0.53 0.01
C 1.89 -2.43 1.87 0.03
O 5.22 -3.81 0.44 0.00
O 1.77 -3.35 2.57 0.01
H -2.71 -1.78 -0.90 0.03
N -1.41 2.12 0.01 0.44
H -2.52 -1.03 1.97 0.04
H -1.03 4.17 0.13 0.00



The calculation returns the following energy relative to the best compared isomer or geometry (same formula, charge and spin) values, one per record and in order: 6.4; 331.8; 205.2; 32.4; 67.5; 1.3; 68.1; 1.0 kcal/mol.